No. 1
Here is a 11-piece molecular cluster, C33H52ClF5N11 overall at a distorted geometry from OMol25. Energies are from ωB97M-V with the def2-TZVPD basis set.

Last columns: bonded neighbours and bond lengths (Å).
CARTESIAN COORDINATES (ANGSTROEM)
1 H 0.687 -2.636 5.200  C9 1.093
2 H -4.562 1.855 -8.768  C80 1.092
3 H -5.036 -1.238 2.209  C49 1.092
4 C -0.125 1.746 -0.992  H8 1.151, C32 1.615, C37 1.599, C94 1.601
5 H -2.452 3.315 -1.745  C66 1.135
6 H 0.630 4.311 1.421  C79 1.150
7 C 0.987 2.194 1.966  H11 1.139, C62 1.584, C79 1.602, H84 1.141
8 H -0.917 1.456 -0.209  C4 1.151
9 C 0.651 -1.709 5.777  H1 1.093, H44 1.091, C58 1.464, H93 1.092
10 H -0.637 4.178 -3.497  C23 1.151
11 H 1.734 1.720 1.249  C7 1.139
12 C -2.641 4.838 -4.275  C23 1.608, H57 1.138, H60 1.144, H72 1.146
13 H 2.360 3.714 -5.583  C67 1.092
14 H 6.290 -0.731 -2.630  C88 1.092
15 H 0.767 -0.205 -0.558  C37 1.133
16 C -3.165 -7.643 2.431  N73 1.151, C87 1.465
17 C 0.708 -4.638 2.419  C24 1.465, N33 1.150
18 H -0.938 3.386 1.439  C79 1.134
19 H -2.866 -9.484 1.415  C87 1.092
20 H -1.339 -4.897 1.909  C24 1.092
21 H -4.043 2.534 -3.926  C77 1.141
22 C 0.164 1.356 -3.417  C32 1.596, H50 1.145, N75 1.519, H89 1.134
23 C -1.605 3.678 -3.867  H10 1.151, C12 1.608, H38 1.148, C66 1.602
24 C -0.686 -4.190 2.426  C17 1.465, H20 1.092, H56 1.092, H65 1.092
25 H 5.195 -5.095 4.619  C59 1.092
26 H -1.384 -8.618 1.804  C87 1.092
27 N -4.380 0.058 9.045  C53 1.150
28 H -2.411 -8.059 0.489  C87 1.092
29 N -5.200 3.073 -5.898  C91 1.151
30 H 2.427 3.898 -7.332  C67 1.092
31 F -0.252 0.008 1.688  C62 1.414
32 C -0.988 1.652 -2.353  C4 1.615, C22 1.596, C66 1.597, H70 1.144
33 N 1.803 -4.991 2.414  C17 1.150
34 H 5.827 -0.613 2.418  C42 1.092
35 H -3.125 2.750 -8.289  C80 1.092
36 C 0.760 2.786 -6.628  N45 1.152, C67 1.464
37 C 0.974 0.626 -1.299  C4 1.599, H15 1.133, Cl64 1.837, N75 1.527
38 H -1.428 3.061 -4.819  C23 1.148
39 H -4.502 0.418 1.948  C49 1.092
40 H 0.266 -0.693 -2.814  N75 1.042
41 H 5.146 -1.159 0.891  C42 1.093
42 C 6.008 -0.661 1.343  H34 1.092, H41 1.093, H52 1.093, C90 1.466
43 H 1.419 3.451 -0.733  C94 1.147
44 H 1.386 -1.029 5.344  C9 1.091
45 N -0.018 1.945 -6.750  C36 1.152
46 N -4.312 -1.023 -0.883  C99 1.151
47 F -1.499 0.424 4.284  C63 1.423
48 H 1.270 4.834 -6.392  C67 1.092
49 C -5.105 -0.388 1.527  H3 1.092, H39 1.092, C99 1.465, H102 1.092
50 H 0.941 2.196 -3.438  C22 1.145
51 H -2.302 1.771 7.351  C71 1.092
52 H 6.022 0.366 0.970  C42 1.093
53 C -3.478 0.340 8.391  N27 1.150, C71 1.464
54 H -0.350 3.989 -0.885  C94 1.149
55 F -0.888 2.580 4.256  C63 1.411
56 H -0.800 -3.223 1.931  C24 1.092
57 H -3.156 4.573 -5.255  C12 1.138
58 C 0.911 -1.949 7.198  C9 1.464, N98 1.150
59 C 5.121 -4.352 3.822  H25 1.092, H81 1.092, H95 1.092, C100 1.464
60 H -2.020 5.788 -4.421  C12 1.144
61 H -3.401 1.129 -7.663  C80 1.092
62 C 0.122 1.026 2.597  C7 1.584, F31 1.414, C63 1.595, F68 1.433
63 C -1.172 1.493 3.403  F47 1.423, F55 1.411, C62 1.595, F92 1.393
64 Cl 2.757 1.062 -1.210  C37 1.837
65 H -1.069 -4.081 3.443  C24 1.092
66 C -2.109 2.746 -2.665  H5 1.135, C23 1.602, C32 1.597, C77 1.624
67 C 1.749 3.856 -6.477  H13 1.092, H30 1.092, C36 1.464, H48 1.092
68 F 0.966 0.384 3.561  C62 1.433
69 H -3.981 1.495 -2.321  C77 1.146
70 H -1.551 0.664 -2.220  C32 1.144
71 C -2.329 0.699 7.558  H51 1.092, C53 1.464, H74 1.093, H76 1.092
72 H -3.418 5.059 -3.463  C12 1.146
73 N -3.749 -6.980 3.169  C16 1.151
74 H -1.385 0.437 8.041  C71 1.093
75 N 0.844 0.172 -2.751  C22 1.519, C37 1.527, H40 1.042, H101 1.045
76 H -2.355 0.184 6.595  C71 1.092
77 C -3.398 1.922 -3.210  H21 1.141, C66 1.624, H69 1.146, H78 1.151
78 H -3.003 1.020 -3.805  C77 1.151
79 C 0.157 3.298 1.155  H6 1.150, C7 1.602, H18 1.134, C94 1.621
80 C -3.896 2.066 -7.929  H2 1.092, H35 1.092, H61 1.092, C91 1.464
81 H 5.278 -4.875 2.876  C59 1.092
82 H 6.031 -2.143 -1.613  C88 1.092
83 N 3.467 -1.928 -3.493  C97 1.152
84 H 1.602 2.704 2.780  C7 1.141
85 N 8.237 -1.914 0.792  C90 1.150
86 H 6.618 -2.340 -3.259  C88 1.092
87 C -2.423 -8.489 1.493  C16 1.465, H19 1.092, H26 1.092, H28 1.092
88 C 5.934 -1.763 -2.633  H14 1.092, H82 1.092, H86 1.092, C97 1.465
89 H -0.332 1.184 -4.423  C22 1.134
90 C 7.257 -1.364 1.035  C42 1.466, N85 1.150
91 C -4.626 2.630 -6.791  N29 1.151, C80 1.464
92 F -2.308 1.694 2.623  C63 1.393
93 H -0.334 -1.266 5.618  C9 1.092
94 C 0.341 3.179 -0.451  C4 1.601, H43 1.147, H54 1.149, C79 1.621
95 H 4.095 -3.979 3.821  C59 1.092
96 N 6.845 -2.412 4.150  C100 1.150
97 C 4.554 -1.857 -3.115  N83 1.152, C88 1.465
98 N 1.114 -2.137 8.314  C58 1.150
99 C -4.660 -0.744 0.177  N46 1.151, C49 1.465
100 C 6.088 -3.267 4.004  C59 1.464, N96 1.150
101 H 1.741 -0.150 -3.180  N75 1.045
102 H -6.145 -0.053 1.530  C49 1.092

Values from the calculation:
HOMO: -13.09 eV
total charge: +1
2S+1: 1
LUMO: -2.709 eV
energy: -77554.27998 eV

---

No. 2
Here is a 3-piece molecular cluster, C33H52N2O10P2 overall at a distorted geometry from OMol25. Energies are from ωB97M-V with the def2-TZVPD basis set.

Last columns: bonded neighbours and bond lengths (Å).
CARTESIAN COORDINATES (ANGSTROEM)
1 C 0.778 -4.948 -1.991  H17 1.159, C39 1.632, H48 1.141, C60 1.608
2 C -6.433 -3.924 -1.230  C45 1.554, H65 1.147, C75 1.555
3 H -8.284 -4.943 -2.303  C45 1.138
4 O 0.264 3.041 3.774  C36 1.424, P70 1.658
5 N -1.458 -2.638 -1.729  C20 1.425, C40 1.438
6 C -1.591 -6.827 0.779  C18 1.626, H33 1.142, H88 1.145, H92 1.153
7 H -7.913 -3.799 -5.876  C31 1.142
8 H 3.266 0.917 -2.233  C99 1.091
9 H 7.760 -0.101 -1.383  C41 1.091
10 H 8.576 4.805 -1.871  C78 1.093
11 H 6.931 5.087 -2.456  C78 1.093
12 C 0.766 2.976 1.398  H19 1.094, C36 1.522, H54 1.093, H59 1.095
13 C -4.590 -2.912 -2.951  H69 1.143, C74 1.555, C75 1.550
14 H 6.799 5.035 -0.064  C61 1.095
15 H -5.067 -0.104 0.602  C71 1.147
16 C -2.674 4.112 6.979  H38 1.094, H43 1.093, C55 1.514, H97 1.093
17 H 1.900 -5.226 -2.069  C1 1.159
18 C -1.590 -6.839 -0.848  C6 1.626, O85 1.425, O96 1.253
19 H 0.208 3.909 1.280  C12 1.094
20 C -0.205 -2.465 -2.386  N5 1.425, C60 1.607, C93 1.556
21 C -1.542 6.392 3.621  H32 1.091, H51 1.094, O73 1.422, C86 1.517
22 H 9.999 0.720 -0.633  C27 1.093
23 H 2.271 1.335 -0.853  C99 1.095
24 N 0.035 0.160 -2.036  C47 1.438, C93 1.426
25 O 5.845 3.322 -0.559  C61 1.413, P90 1.710
26 H -8.459 -5.300 -4.806  C31 1.142
27 C 9.098 1.322 -0.488  H22 1.093, C41 1.517, H63 1.093, H87 1.094
28 H 7.983 -0.300 0.351  C41 1.094
29 C 3.285 -0.537 -0.614  H67 1.094, H68 1.091, H95 1.095, C99 1.523
30 O -1.778 3.706 2.749  P70 1.533
31 C -7.601 -4.646 -5.177  H7 1.142, H26 1.142, H35 1.158, C53 1.605
32 H -2.279 6.019 2.908  C21 1.091
33 H -2.572 -7.311 1.110  C6 1.142
34 H -0.922 -5.988 -3.187  C39 1.156
35 H -6.881 -5.321 -5.783  C31 1.158
36 C 0.342 2.192 2.633  O4 1.424, C12 1.522, H49 1.095, H82 1.091
37 H -1.527 7.436 5.519  C86 1.093
38 H -3.215 4.134 6.028  C16 1.094
39 C -0.006 -6.270 -2.541  C1 1.632, H34 1.156, H64 1.158, O85 1.466
40 C -1.979 -1.388 -1.245  N5 1.438, C47 1.548, C50 1.587
41 C 7.861 0.444 -0.443  H9 1.091, C27 1.517, H28 1.094, O66 1.422
42 H 1.514 -3.397 -3.465  C60 1.159
43 H -3.156 4.802 7.675  C16 1.093
44 H -3.844 2.226 0.224  C83 1.148
45 C -7.294 -4.397 -2.435  C2 1.554, H3 1.138, C53 1.564
46 H 7.619 3.471 -2.555  C78 1.094
47 C -1.250 -0.033 -1.419  N24 1.438, C40 1.548, C56 1.584
48 H 0.535 -4.707 -0.903  C1 1.141
49 H 1.097 1.427 2.842  C36 1.095
50 C -3.376 -1.400 -0.494  C40 1.587, C62 1.625, C71 1.561
51 H -0.932 7.134 3.097  C21 1.094
52 O 5.601 0.511 -2.152  P90 1.533
53 C -6.783 -4.140 -3.891  C31 1.605, C45 1.564, C74 1.564
54 H 0.632 2.373 0.497  C12 1.093
55 C -1.214 4.474 6.808  C16 1.514, H57 1.095, O77 1.413, H84 1.089
56 C -1.968 1.263 -0.860  C47 1.584, H81 1.150, C83 1.540
57 H -0.681 4.216 7.729  C55 1.095
58 H -4.818 -2.659 0.720  C62 1.150
59 H 1.821 3.258 1.473  C12 1.095
60 C 0.500 -3.755 -3.033  C1 1.608, C20 1.607, H42 1.159, H76 1.143
61 C 7.035 4.084 -0.552  H14 1.095, O25 1.413, C78 1.514, H91 1.089
62 C -4.202 -2.777 -0.245  C50 1.625, H58 1.150, H72 1.150, C75 1.601
63 H 9.212 1.890 0.440  C27 1.093
64 H 0.679 -6.877 -3.251  C39 1.158
65 H -6.747 -4.079 -0.138  C2 1.147
66 O 6.691 1.190 -0.134  C41 1.422, P90 1.667
67 H 4.296 -0.954 -0.637  C29 1.094
68 H 2.628 -1.188 -1.192  C29 1.091
69 H -3.611 -2.369 -3.184  C13 1.143
70 P -1.170 3.782 4.154  O4 1.658, O30 1.533, O73 1.667, O77 1.710
71 C -4.058 -0.108 0.055  H15 1.147, C50 1.561, C83 1.568
72 H -3.429 -3.604 -0.044  C62 1.150
73 O -0.659 5.366 4.058  C21 1.422, P70 1.667
74 C -5.443 -3.382 -4.164  C13 1.555, C53 1.564, H89 1.142
75 C -5.082 -3.207 -1.511  C2 1.555, C13 1.550, C62 1.601
76 H -0.123 -4.101 -3.927  C60 1.143
77 O -0.578 3.772 5.759  C55 1.413, P70 1.710
78 C 7.575 4.373 -1.937  H10 1.093, H11 1.093, H46 1.094, C61 1.514
79 H -2.847 7.911 4.439  C86 1.093
80 O 4.263 1.686 -0.576  P90 1.658, C99 1.424
81 H -1.447 2.280 -0.988  C56 1.150
82 H -0.599 1.665 2.472  C36 1.091
83 C -3.335 1.269 -0.152  H44 1.148, C56 1.540, C71 1.568
84 H -1.068 5.544 6.674  C55 1.089
85 O -0.355 -7.199 -1.462  C18 1.425, C39 1.466
86 C -2.246 7.066 4.784  C21 1.517, H37 1.093, H79 1.093, H98 1.094
87 H 9.042 2.035 -1.315  C27 1.094
88 H -1.453 -5.757 1.160  C6 1.145
89 H -5.043 -3.171 -5.212  C74 1.142
90 P 5.726 1.808 -1.345  O25 1.710, O52 1.533, O66 1.667, O80 1.658
91 H 7.775 3.602 0.085  C61 1.089
92 H -0.734 -7.532 1.092  C6 1.153
93 C 0.520 -1.094 -2.510  C20 1.556, N24 1.426, H94 1.152
94 H 1.541 -1.088 -3.045  C93 1.152
95 H 2.967 -0.565 0.433  C29 1.095
96 O -2.658 -6.574 -1.446  C18 1.253
97 H -2.773 3.101 7.381  C16 1.093
98 H -2.920 6.369 5.291  C86 1.094
99 C 3.227 0.889 -1.143  H8 1.091, H23 1.095, C29 1.523, O80 1.424

Values from the calculation:
HOMO: -7.96 eV
SMILES: CC(=O)OCCCc1cnc2cccc(Cc3ccc(C)cc3)c2n1.CCOP(=O)(OCC)OCC.CCOP(=O)(OCC)OCC
2S+1: 1
LUMO: -1.233 eV
energy: -77086.04280 eV

---

Question: Among the records above, which one has the lowest energy?
Answer: C33H52ClF5N11